Entry 1:
Density functional theory data (ωB97M-V/def2-TZVPD) for an isolated molecule of C7H7ClNO3P in a non-equilibrium geometry.

Positions of all 20 atoms, in Å:
O (-4.4227, -0.2864, -0.6542)
N (-3.5527, -0.7626, 0.0147)
O (-3.5202, -1.8442, 0.5375)
P (-2.1331, 0.3356, 0.3777)
O (-2.6895, 1.4348, 1.6103)
Cl (-1.7838, 1.2155, -1.3202)
C (-0.7689, -0.7906, 0.8685)
C (0.5167, -0.2828, 0.2889)
C (1.2589, -1.0597, -0.5889)
C (2.4317, -0.5642, -1.1346)
C (2.8571, 0.7139, -0.8203)
C (2.1163, 1.4962, 0.0529)
C (0.9517, 0.9990, 0.6079)
H (-1.0048, -1.8005, 0.5279)
H (-0.7590, -0.7710, 1.9604)
H (0.9221, -2.0549, -0.8447)
H (3.0081, -1.1762, -1.8120)
H (3.7634, 1.1064, -1.2561)
H (2.4470, 2.4962, 0.2932)
H (0.3618, 1.5955, 1.2912)

Output
* net charge: 0
* ΔE to the lowest compared entry with this formula, charge and spin: 0.2334 eV
* LUMO level: -0.492 eV
* HOMO: -9.8673 eV
* max |F|: 8.80 eV/Å
* HOMO-LUMO gap: 0.34454 hartree
* SMILES: O=[N+]([O-])[P@](=O)(Cl)Cc1ccccc1

Entry 2:
Density functional theory data (ωB97M-V/def2-TZVPD) for a cluster of 2 separate species, C7H7ClS in total in a non-equilibrium geometry.

Positions of all 16 atoms, in Å:
C (-1.2435, 2.4013, -0.0121)
C (-1.0072, 2.6882, -1.3127)
C (-0.5253, 1.1135, 0.3474)
C (0.2582, 0.5821, -0.7695)
C (-0.4210, 0.4261, 1.5181)
C (1.8313, -1.8580, -0.6708)
C (0.6833, -2.7061, -0.1968)
S (0.0944, 1.5512, -2.0859)
Cl (2.8091, -1.5495, 0.6597)
H (-1.7235, 2.8241, 0.8641)
H (-1.2998, 3.5465, -1.7981)
H (0.3127, -0.4258, 1.5863)
H (-1.0999, 0.6256, 2.4412)
H (0.9382, -3.7225, -0.4517)
H (0.4832, -2.7830, 0.7956)
H (-0.0903, -2.7137, -0.9148)

Output
* net charge: 0
* ΔE to the lowest compared entry with this formula, charge and spin: 6.2435 eV
* LUMO level: -0.993 eV
* HOMO: -7.9386 eV
* max |F|: 3.43 eV/Å
* HOMO-LUMO gap: 0.25525 hartree

Entry 3:
Density functional theory data (ωB97M-V/def2-TZVPD) for an isolated molecule of C7H7ClSe in a non-equilibrium geometry.

Positions of all 16 atoms, in Å:
C (-1.0630, -1.1245, 1.2929)
C (-1.6834, 0.1052, 1.3332)
C (0.2139, -1.6694, 0.9467)
C (-1.4431, 1.4392, 0.7285)
C (1.2625, -1.1322, 0.2800)
C (-0.5142, 1.9247, -0.1374)
C (1.4957, 1.0566, -2.0369)
Cl (2.4250, -2.1363, -0.5268)
Se (1.2977, 0.8782, -0.0972)
H (-1.5507, -1.9865, 1.8986)
H (-2.6540, 0.0771, 1.8679)
H (0.2443, -2.7590, 0.9994)
H (-2.4648, 1.9727, 0.7376)
H (2.5002, 1.4311, -2.3578)
H (1.2665, 0.1188, -2.5571)
H (0.6675, 1.8045, -2.3715)

Output
* net charge: 0
* ΔE to the lowest compared entry with this formula, charge and spin: 4.0582 eV
* LUMO level: -0.375 eV
* HOMO: -8.1646 eV
* max |F|: 3.04 eV/Å
* HOMO-LUMO gap: 0.28625 hartree

- Which of these has the lowest LUMO level?
  C7H7ClS

- The highest ΔE to the lowest compared entry with this formula, charge and spin belongs to which entry?
  C7H7ClS

- Which value of net charge does entry 3 give?
  0